1.
A 5-piece molecular cluster, C33H44ClF32NO8P overall in a non-equilibrium geometry, computed with wB97M-V/def2-TZVPD.

- 2S+1: 1
- Total energy: -5937.60705 Eh
- Highest occupied orbital energy: -0.4456 hartree
- Kohn-Sham gap: 9.6 eV
- ΔE to the lowest compared entry with this formula, charge and spin: 23.1 kcal/mol
- Total charge: +1

Last column: Löwdin charge in e.
Geometry (Å):
Cl  3.134  1.174  -0.726  0.755
P  0.620  -0.076  -2.645  0.889
F  5.020  8.610  3.410  0.105
F  3.424  5.137  2.135  0.108
F  0.174  -0.540  5.369  0.089
F  -2.493  -5.502  -0.013  0.080
F  2.774  3.140  2.698  0.071
F  3.456  1.721  -4.162  0.081
F  3.455  0.669  -6.063  0.159
F  7.374  7.524  2.524  0.154
F  1.139  3.285  -9.085  0.113
F  1.019  -3.925  1.150  0.072
F  -1.856  -7.691  1.695  0.135
F  2.111  -6.003  -0.277  0.148
F  5.318  2.270  2.864  0.096
F  -1.561  0.347  3.376  0.126
F  0.100  -5.465  -0.882  0.139
F  5.609  6.686  1.589  0.146
F  -2.661  -9.009  0.159  0.116
F  0.400  -1.520  7.309  0.109
F  4.426  6.666  4.212  0.100
F  3.851  1.080  -8.752  0.098
F  -0.515  -5.264  1.924  0.103
F  3.091  2.118  -10.511  0.110
F  -4.139  -6.806  0.563  0.096
F  -1.859  -2.439  6.117  0.152
F  -1.150  -1.598  1.583  0.053
F  4.861  3.893  4.248  0.143
F  5.938  1.449  -5.299  0.106
F  -0.847  -2.398  3.584  0.113
F  -2.269  -1.152  7.809  0.159
F  3.143  3.811  -8.412  0.140
F  -3.363  -0.297  2.329  0.090
F  5.304  2.666  -7.000  0.120
O  6.764  5.509  3.130  0.050
O  -7.261  -2.040  -0.548  -0.031
O  -0.821  -0.727  -2.880  -0.197
O  2.690  2.776  -5.929  0.041
O  0.479  -7.347  0.308  0.053
O  -6.451  -3.847  -1.710  0.094
O  -2.611  -0.333  5.805  0.050
O  0.610  1.369  -3.301  -0.209
N  0.651  0.224  -0.794  -0.197
C  -0.651  -7.948  -0.322  -0.026
C  -6.418  0.246  -0.340  -0.159
C  0.726  -5.228  1.410  -0.270
C  -1.782  -1.920  2.754  -0.285
C  2.239  2.812  -8.439  -0.445
C  3.218  -0.252  1.948  -0.093
C  -2.360  2.116  -0.534  -0.180
C  -3.245  -0.767  4.612  -0.035
C  -1.797  -1.165  6.549  -0.536
C  5.077  3.613  2.948  -0.437
C  -6.572  -3.229  -0.646  -0.484
C  -1.251  1.461  0.296  -0.164
C  5.483  7.424  3.859  -0.285
C  -2.994  -6.750  -0.154  -0.297
C  -5.971  -3.707  0.646  0.028
C  6.295  6.749  2.748  -0.535
C  2.755  1.648  -9.292  -0.309
C  2.010  -0.651  1.106  -0.221
C  0.818  -6.034  0.112  -0.543
C  1.784  2.501  -7.000  -0.028
C  -2.027  -7.824  0.363  -0.443
C  3.640  1.879  -5.514  -0.523
C  2.018  -0.133  -0.329  -0.692
C  5.068  2.400  -5.708  -0.289
C  -6.593  -0.970  -1.253  -0.162
C  -5.005  0.796  -0.464  -0.232
C  -2.461  -0.659  3.292  -0.428
C  0.151  1.563  -0.321  -0.154
C  3.796  3.848  2.142  -0.310
C  -4.892  2.247  -0.031  -0.195
C  -3.474  2.671  0.365  -0.183
C  6.364  4.316  2.476  -0.040
C  -0.354  -0.649  6.608  -0.281
H  -7.141  1.003  -0.618  0.117
H  0.020  -0.469  -0.376  0.129
H  2.058  -1.730  1.036  0.100
H  1.540  1.648  -3.413  0.041
H  -4.757  0.749  -1.523  0.108
H  -4.073  -0.070  4.497  0.152
H  2.347  -0.947  -0.955  0.079
H  3.128  0.761  2.305  0.050
H  5.222  3.310  -5.124  0.178
H  -3.236  -6.923  -1.206  0.176
H  -0.702  -7.695  -1.381  0.147
H  -6.713  -3.635  1.433  0.093
H  -7.222  -0.705  -2.093  0.128
H  -4.304  0.148  0.059  0.105
H  -3.701  -1.750  4.730  0.151
H  -5.127  -3.077  0.906  0.079
H  -2.514  -2.705  2.549  0.176
H  -1.502  0.434  0.544  0.089
H  0.963  3.191  -6.816  0.149
H  -3.429  3.751  0.292  0.110
H  6.389  4.426  1.391  0.146
H  6.109  7.586  4.739  0.178
H  3.249  -0.949  2.774  0.087
H  1.085  -0.420  1.621  0.106
H  4.135  -0.414  1.399  0.073
H  0.806  1.952  0.443  0.107
H  -5.628  -1.280  -1.637  0.117
H  1.978  0.887  -9.416  0.174
H  1.422  -5.614  2.156  0.181
H  -0.626  -1.585  -3.284  0.072
H  -3.315  2.457  1.414  0.101
H  -1.222  1.998  1.233  0.111
H  -5.655  -4.728  0.502  0.067
H  -6.602  -0.066  0.682  0.120
H  -0.322  0.331  7.090  0.178
H  7.161  3.615  2.719  0.150
H  -0.421  -9.011  -0.285  0.151
H  -5.324  2.929  -0.750  0.117
H  -5.509  2.361  0.858  0.113
H  1.354  1.503  -6.918  0.143
H  3.916  3.508  1.109  0.146
H  -2.726  1.432  -1.291  0.099
H  -1.909  2.946  -1.067  0.109
H  0.128  2.298  -1.114  0.106

=====

2.
C33H44IN7O4STi as an isolated structure in a non-equilibrium geometry, computed with wB97M-V/def2-TZVPD.

- 2S+1: 2
- Total energy: -3513.32470 Eh
- Highest occupied orbital energy (spin up / spin down): -0.3648 / -0.3960 hartree
- Kohn-Sham gap (spin up / spin down): 6.6 / 7.4 eV
- ΔE to the lowest compared entry with this formula, charge and spin: 56.7 kcal/mol
- Total charge: +1
- <S²>: 0.757

Last column: Löwdin charge in e.
Geometry (Å):
I  -0.700  -3.049  -3.909  0.989
Ti  -0.472  -0.438  0.006  0.946
S  -3.005  1.181  -0.852  0.674
O  -0.519  -0.480  -1.924  -0.159
O  -4.160  1.680  -0.160  -0.263
O  -3.132  -0.115  -1.476  -0.320
O  0.591  1.373  -2.475  -0.042
N  1.444  -1.760  2.922  -0.068
N  1.845  -2.887  0.478  -0.060
N  -1.571  -0.977  2.422  -0.074
N  1.621  -1.939  -2.466  -0.004
N  -1.749  0.993  0.200  -0.212
N  0.694  0.837  1.017  -0.020
N  -1.822  -2.025  -0.112  -0.171
C  2.225  -2.674  -4.655  -0.114
C  2.651  1.790  2.035  -0.020
C  -1.750  4.480  -2.854  -0.027
C  2.026  0.868  1.206  -0.108
C  -1.351  4.954  -5.293  -0.039
C  0.038  -0.261  4.246  -0.150
C  -0.377  3.719  3.067  -0.021
C  -1.230  -1.017  3.854  -0.191
C  1.314  -2.477  -3.628  -0.723
C  1.278  -1.149  4.225  -0.226
C  -1.132  -3.312  -0.216  -0.211
C  2.853  -1.465  -2.310  -0.150
C  0.324  0.397  -1.598  -0.377
C  3.514  -2.211  -4.466  -0.046
C  3.832  -1.564  -3.280  -0.040
C  3.019  -2.791  1.344  -0.207
C  -2.467  2.329  -2.107  -0.266
C  -1.707  3.748  2.700  -0.042
C  -2.220  2.897  1.724  -0.003
C  -2.124  3.637  -1.820  -0.047
C  1.061  -4.108  0.714  -0.193
C  2.626  -2.595  2.815  -0.208
C  -3.022  -2.048  0.729  -0.153
C  0.502  2.790  2.485  -0.159
C  -0.042  1.845  1.574  -0.181
C  -0.364  -3.682  1.056  -0.173
C  -1.398  1.927  1.154  -0.267
C  1.354  2.465  -1.983  -0.040
C  -1.744  4.039  -4.174  -0.261
C  -2.665  -1.935  2.208  -0.190
C  -2.452  1.862  -3.410  -0.044
C  -2.103  2.718  -4.438  -0.012
C  1.899  2.727  2.717  0.037
H  -0.874  -4.466  1.613  0.118
H  0.839  2.948  -1.147  0.092
H  -0.360  4.686  -5.661  0.088
H  1.452  3.169  -2.808  0.100
H  2.593  0.120  0.663  0.104
H  3.051  -0.985  -1.358  0.094
H  -0.249  -2.793  1.685  0.069
H  2.401  -3.558  3.284  0.116
H  -2.151  3.993  -0.802  0.109
H  2.152  -2.870  -0.491  0.064
H  3.724  1.756  2.149  0.118
H  4.258  -2.341  -5.235  0.115
H  1.063  -4.764  -0.165  0.128
H  1.484  -4.681  1.542  0.115
H  -2.712  0.832  -3.592  0.116
H  -2.369  4.466  3.161  0.117
H  -3.255  2.959  1.428  0.106
H  -2.335  -2.907  2.583  0.109
H  -0.002  4.397  3.815  0.117
H  -2.073  -0.617  4.435  0.127
H  1.501  -1.022  2.222  0.054
H  3.494  -2.170  3.349  0.120
H  -2.047  4.863  -6.125  0.087
H  2.345  2.143  -1.652  0.092
H  3.663  -3.683  1.266  0.125
H  -3.564  -1.650  2.776  0.136
H  -0.077  0.131  5.257  0.121
H  1.931  -3.159  -5.572  0.097
H  -2.115  2.366  -5.459  0.123
H  -1.955  -0.047  2.231  0.093
H  0.181  0.587  3.578  0.079
H  2.364  3.420  3.399  0.127
H  -1.095  -2.069  4.120  0.122
H  4.815  -1.152  -3.116  0.109
H  -1.470  5.500  -2.635  0.117
H  2.155  -0.546  4.521  0.117
H  -2.156  -1.766  -1.048  0.079
H  1.167  -1.950  4.962  0.125
H  -3.661  -1.208  0.432  0.107
H  -3.583  -2.978  0.566  0.138
H  -1.327  5.990  -4.962  0.080
H  -0.407  -3.207  -1.032  0.038
H  -1.839  -4.110  -0.487  0.133
H  3.608  -1.931  1.013  0.099

=====

3.
A 8-piece molecular cluster, C33H45IN9O overall in a non-equilibrium geometry, computed with wB97M-V/def2-TZVPD.

- 2S+1: 1
- Total energy: -2150.10907 Eh
- Highest occupied orbital energy: -0.1376 hartree
- Kohn-Sham gap: 5.9 eV
- Total charge: -1

Last column: Löwdin charge in e.
Geometry (Å):
I  -1.266  -3.985  -0.209  0.705
O  -2.525  -2.289  1.880  -0.137
N  -0.019  -0.281  0.839  -0.170
N  -4.822  0.003  2.475  0.008
N  4.818  -1.764  0.807  -0.044
N  -5.315  -4.363  -1.625  0.006
N  6.237  -0.583  -2.243  0.021
N  -2.751  0.275  5.294  0.025
N  1.291  2.781  -1.072  0.007
N  2.192  -1.846  -7.376  -0.007
N  -0.020  3.457  3.154  0.020
C  3.470  -1.012  -5.766  -0.109
C  -6.271  -4.510  0.370  -0.109
C  -1.368  -0.661  0.398  -0.361
C  -3.343  0.150  6.520  -0.144
C  3.337  -2.596  -7.357  -0.150
C  -0.137  4.497  4.035  -0.149
C  3.429  -1.823  0.241  -0.298
C  1.299  4.218  -2.763  -0.128
C  2.263  -0.882  -6.406  -0.133
C  -7.054  -5.237  -0.562  -0.126
C  7.279  0.824  -3.604  -0.115
C  -1.177  0.683  6.799  -0.118
C  -5.206  -3.980  -0.316  -0.147
C  -1.812  -2.158  0.847  -0.723
C  6.949  0.584  -2.293  -0.136
C  2.487  -0.606  0.685  -0.195
C  -6.349  1.550  2.032  -0.117
C  6.100  -1.087  -3.509  -0.155
C  -5.105  1.083  1.684  -0.134
C  -6.833  0.724  3.076  -0.120
C  -2.389  0.401  7.477  -0.124
C  2.626  4.065  -2.294  -0.124
C  4.152  -2.099  -6.369  -0.121
C  0.498  3.411  -1.992  -0.141
C  0.164  5.657  3.362  -0.127
C  1.043  -0.885  -0.009  -0.377
C  -5.868  -0.220  3.330  -0.151
C  0.342  3.937  1.928  -0.129
C  -6.441  -5.126  -1.786  -0.156
C  6.739  -0.236  -4.375  -0.122
C  0.469  5.300  2.024  -0.113
C  2.591  3.170  -1.253  -0.140
C  -1.433  0.593  5.453  -0.136
H  -0.792  0.729  4.596  0.099
H  -7.965  -5.781  -0.360  0.084
H  0.479  3.266  1.097  0.076
H  0.165  6.651  3.785  0.082
H  7.843  1.669  -3.969  0.087
H  3.474  -3.415  -8.046  0.100
H  -6.855  2.393  1.585  0.086
H  1.450  -0.187  -6.256  0.107
H  -0.177  2.487  3.372  0.121
H  5.486  -2.035  0.066  0.029
H  -0.224  0.923  7.246  0.087
H  -2.101  0.036  0.951  0.082
H  6.810  -0.361  -5.446  0.090
H  -3.211  0.151  4.407  0.116
H  3.823  -0.395  -4.954  0.084
H  0.748  5.967  1.221  0.088
H  3.377  2.778  -0.625  0.101
H  -6.707  -5.523  -2.753  0.098
H  3.510  4.554  -2.676  0.084
H  0.965  4.848  -3.574  0.082
H  -4.383  -3.366  0.014  0.064
H  -6.465  -4.388  1.425  0.090
H  -3.973  -0.544  2.433  0.101
H  -4.667  -4.121  -2.356  0.140
H  5.870  -1.006  -1.406  0.100
H  -0.423  4.323  5.061  0.102
H  0.968  2.128  -0.369  0.104
H  -0.566  3.232  -2.017  0.106
H  -2.547  0.383  8.546  0.084
H  -1.568  -0.465  -0.725  0.098
H  3.469  -1.814  -0.902  0.110
H  5.129  -2.476  -6.108  0.083
H  0.981  -2.027  -0.111  0.027
H  7.161  1.141  -1.393  0.107
H  1.075  -0.472  -1.085  0.097
H  1.418  -1.983  -8.005  0.141
H  -5.836  -1.030  4.043  0.106
H  -7.781  0.810  3.586  0.086
H  2.269  -0.636  1.814  0.102
H  2.933  -2.804  0.550  0.109
H  -4.388  -0.105  6.607  0.101
H  4.881  -2.500  1.527  0.062
H  -4.399  1.425  0.942  0.105
H  2.911  0.416  0.412  0.083
H  5.561  -2.006  -3.682  0.103